Formula: C5H11N4
Source: the OMol25 dataset
Level of theory: wB97M-V/def2-TZVPD

Structure (XYZ):
```
20
C5H11N4 wB97M-V/def2-TZVPD
C 2.29 -0.44 0.14
C 1.47 0.09 -1.00
C -1.97 0.87 -0.59
C -0.07 0.66 1.01
C 0.75 -0.38 0.27
N -2.28 -0.41 -0.27
N -1.82 -1.41 0.04
N -0.07 -1.67 0.16
N -0.90 1.50 0.17
H 2.67 -1.40 0.04
H 2.89 0.29 0.57
H 1.43 1.23 -1.21
H 1.39 -0.61 -1.88
H -1.75 0.96 -1.70
H -3.02 1.51 -0.44
H 0.55 1.40 1.46
H -0.46 0.12 1.91
H 0.28 -2.33 -0.57
H 0.02 -2.10 1.07
H -1.43 2.13 0.80
```

Results
Total charge: +1
DFT total energy, Eh: -415.73059
M, Da: 127.17
Orbital gap, eV: 9.55

Formula: C59H146N10O14
Source: the OMol25 dataset
Level of theory: wB97M-V/def2-TZVPD

Structure (XYZ):
```
229
C59H146N10O14 wB97M-V/def2-TZVPD
C 1.29 -6.83 -0.32
C 2.22 -5.70 -0.68
C 2.93 -5.36 0.65
C 3.18 -6.22 -1.75
C 3.98 -5.08 -2.40
C 2.97 -4.07 -3.01
C 2.06 -3.48 -1.98
C 2.72 -2.55 -0.97
C 0.97 -2.60 -2.73
N 1.44 -4.62 -1.29
O 0.64 -4.03 -0.24
H 0.67 -6.56 0.52
H 0.72 -7.02 -1.22
H 1.86 -7.73 0.00
H 3.78 -4.70 0.47
H 2.26 -4.93 1.39
H 3.16 -6.30 1.14
H 3.88 -6.90 -1.35
H 2.54 -6.80 -2.44
H 4.58 -4.58 -1.64
H 4.67 -5.45 -3.20
H 2.22 -4.57 -3.65
H 3.42 -3.28 -3.59
H 2.90 -1.54 -1.37
H 3.60 -3.10 -0.64
H 2.10 -2.42 -0.10
H 0.24 -2.14 -2.13
H 0.52 -3.23 -3.49
H 1.48 -1.78 -3.27
H -0.23 -4.41 -0.38
C -3.62 -0.97 4.06
C -3.88 0.33 4.84
C -5.09 1.08 4.22
C -4.15 -0.12 6.25
C -4.04 1.11 7.20
C -2.65 1.71 7.04
C -2.30 2.17 5.61
C -3.19 3.50 5.23
C -0.87 2.70 5.53
N -2.59 1.04 4.73
O -2.49 1.46 3.31
H -2.61 -1.23 4.32
H -4.40 -1.71 4.39
H -3.71 -0.87 2.97
H -5.73 0.36 3.67
H -5.67 1.74 4.87
H -4.71 1.66 3.44
H -5.09 -0.67 6.36
H -3.33 -0.73 6.60
H -4.82 1.87 6.86
H -4.27 0.91 8.28
H -1.88 1.02 7.48
H -2.55 2.54 7.65
H -4.24 3.33 5.18
H -2.82 3.79 4.24
H -2.97 4.35 5.88
H -0.79 3.66 6.08
H -0.57 2.95 4.51
H -0.18 1.97 5.97
H -1.84 0.86 2.96
C 8.65 0.22 -2.38
C 7.10 0.20 -2.61
C 6.85 -0.85 -3.65
C 6.41 -0.10 -1.24
C 4.99 0.43 -1.24
C 4.99 1.91 -1.60
C 5.50 2.19 -2.98
C 4.62 1.53 -4.03
C 5.49 3.66 -3.19
N 6.88 1.62 -3.05
O 7.41 1.72 -4.35
H 8.96 -0.81 -2.17
H 9.08 0.43 -3.36
H 8.84 0.98 -1.58
H 7.44 -1.66 -3.28
H 5.77 -1.18 -3.64
H 7.26 -0.53 -4.60
H 6.50 -1.17 -1.14
H 6.91 0.41 -0.36
H 4.36 -0.12 -1.92
H 4.45 0.28 -0.27
H 5.63 2.47 -0.91
H 3.97 2.25 -1.56
H 3.56 1.65 -3.79
H 4.81 0.45 -4.00
H 4.93 1.89 -5.03
H 4.53 4.14 -3.33
H 6.14 3.91 -4.07
H 5.98 4.11 -2.32
H 7.96 2.48 -4.19
C -0.62 2.60 -5.54
O 0.25 3.71 -4.99
C 0.60 4.57 -6.03
C 1.78 4.01 -6.91
C 3.05 3.66 -6.15
N 2.09 5.12 -7.83
H -1.31 2.90 -6.23
H -1.09 2.09 -4.71
H 0.14 2.06 -6.01
H -0.16 4.79 -6.80
H 0.92 5.52 -5.57
H 1.45 3.10 -7.38
H 2.83 3.10 -5.26
H 3.59 4.55 -5.91
H 3.73 3.05 -6.73
H 2.94 4.99 -8.34
H 1.40 5.31 -8.58
C -7.91 -2.82 1.00
O -8.28 -1.45 1.05
C -7.12 -0.67 1.14
C -6.41 -0.41 -0.21
C -5.24 0.62 0.02
N -7.25 0.10 -1.34
H -7.29 -3.16 1.82
H -7.43 -3.05 0.04
H -8.80 -3.43 0.97
H -7.44 0.29 1.55
H -6.43 -1.03 1.88
H -6.01 -1.36 -0.56
H -5.69 1.61 0.20
H -4.74 0.72 -0.95
H -4.55 0.36 0.84
H -8.01 -0.56 -1.44
H -7.62 1.00 -1.04
C -0.41 -5.28 3.85
O -0.44 -6.46 3.15
C -1.71 -6.63 2.49
C -1.69 -7.97 1.80
C -2.86 -8.05 0.88
N -1.77 -8.98 2.91
H -1.28 -5.13 4.51
H -0.37 -4.46 3.19
H 0.49 -5.40 4.39
H -2.54 -6.65 3.22
H -1.85 -5.82 1.77
H -0.73 -7.94 1.25
H -2.88 -7.45 0.00
H -3.85 -7.71 1.34
H -2.97 -9.16 0.56
H -1.50 -9.92 2.61
H -1.00 -8.73 3.57
C 0.03 5.78 -1.88
O -0.78 5.12 -0.96
C -2.18 5.41 -1.21
C -3.03 4.67 -0.16
C -2.79 5.29 1.17
N -2.79 3.26 -0.19
H 1.06 5.67 -1.55
H -0.21 6.82 -1.86
H -0.14 5.42 -2.87
H -2.36 6.54 -1.03
H -2.43 5.09 -2.24
H -4.11 4.89 -0.52
H -3.19 4.70 2.01
H -3.19 6.30 1.18
H -1.70 5.40 1.27
H -1.80 3.11 0.00
H -3.22 2.77 0.55
C 0.31 -1.24 5.23
O 0.68 -2.19 4.26
C 1.84 -2.87 4.68
C 2.59 -3.25 3.44
C 3.89 -3.94 3.90
N 3.00 -2.08 2.71
H 0.21 -1.70 6.24
H -0.66 -0.81 5.01
H 0.95 -0.34 5.21
H 2.50 -2.17 5.22
H 1.70 -3.75 5.32
H 2.02 -3.94 2.82
H 4.38 -3.21 4.56
H 4.59 -4.05 3.08
H 3.73 -4.88 4.44
H 2.21 -1.43 2.80
H 3.18 -2.22 1.74
C 3.52 5.59 -0.42
O 2.66 5.26 0.57
C 3.10 4.38 1.53
C 2.09 4.34 2.67
C 2.61 3.52 3.81
N 0.77 3.93 2.23
H 3.85 4.65 -0.96
H 4.42 6.12 0.01
H 3.05 6.19 -1.17
H 3.29 3.36 1.12
H 4.07 4.73 1.94
H 1.99 5.38 2.96
H 3.61 3.80 4.10
H 2.67 2.44 3.56
H 1.86 3.61 4.56
H 0.61 4.37 1.32
H 0.91 2.98 1.96
C 0.58 2.16 -1.13
O 0.22 1.79 0.21
C -0.90 0.91 0.13
C -0.59 -0.47 0.70
C -1.78 -1.35 0.62
N -0.34 -0.17 2.17
H -0.22 2.79 -1.55
H 0.71 1.23 -1.71
H 1.48 2.74 -1.13
H -1.68 1.35 0.70
H -1.22 0.84 -0.87
H 0.28 -0.95 0.21
H -1.86 -1.66 -0.42
H -2.76 -0.90 0.89
H -1.73 -2.24 1.25
H -0.01 -1.02 2.60
H 0.47 0.46 2.21
O -1.91 -0.77 -3.02
C -2.54 -1.79 -3.84
C -2.96 -1.22 -5.16
O -3.75 -0.07 -5.11
H -2.49 -0.01 -2.96
H -1.74 -2.60 -3.91
H -3.39 -2.21 -3.32
H -3.58 -1.95 -5.73
H -2.10 -1.07 -5.81
H -4.50 -0.27 -4.54
O -3.11 2.15 -2.54
C -3.97 2.88 -3.35
C -5.40 2.62 -2.95
O -5.65 1.31 -3.25
H -3.02 2.51 -1.56
H -3.86 3.96 -3.18
H -3.66 2.67 -4.37
H -6.07 3.29 -3.51
H -5.64 2.78 -1.90
H -6.40 0.94 -2.70
```

Results
SMILES: CC1(C)CCCC(C)(C)N1O.CC1(C)CCCC(C)(C)N1O.CC1(C)CCCC(C)(C)N1O.COC[C@H](C)N.COC[C@H](C)N.COC[C@H](C)N.COC[C@H](C)N.COC[C@H](C)N.COC[C@H](C)N.COC[C@H](C)N.OCCO.OCCO
DFT total energy, Eh: -3936.12577
M, Da: 1219.87
Orbital gap, eV: 8.75

Formula: C5H9IS2
Source: the OMol25 dataset
Level of theory: wB97M-V/def2-TZVPD

Structure (XYZ):
```
17
C5H9IS2 wB97M-V/def2-TZVPD
C -1.62 0.67 -0.18
C -0.64 1.73 -0.54
C 0.23 -1.35 -0.12
C 1.62 0.23 -0.52
C 0.17 -1.52 1.32
S -1.27 -0.90 -1.02
S 1.00 1.62 0.23
I 3.59 -0.05 0.11
H -1.67 0.50 0.85
H -2.78 0.89 -0.36
H -0.32 1.85 -1.63
H -0.95 2.83 -0.47
H 0.72 -2.04 -0.80
H 1.41 0.28 -1.56
H 1.03 -2.08 1.56
H -0.70 -2.09 1.50
H 0.16 -0.57 1.66
```

Results
DFT total energy, Eh: -1289.87711
M, Da: 260.16
Orbital gap, eV: 8.18

Formula: C5H20BrO5
Source: the OMol25 dataset
Level of theory: wB97M-V/def2-TZVPD

Structure (XYZ):
```
31
C5H20BrO5 wB97M-V/def2-TZVPD
Br -0.77 0.18 0.06
C 1.82 1.47 -2.66
O 1.80 0.26 -1.91
H 1.77 2.34 -2.00
H 2.74 1.52 -3.24
H 0.92 1.53 -3.26
H 0.93 0.25 -1.50
C -0.87 -3.31 -2.31
O -1.89 -3.21 -1.31
H 0.12 -3.38 -1.86
H -0.97 -4.22 -2.90
H -0.91 -2.40 -2.91
H -1.91 -2.35 -0.89
C 1.84 -0.68 2.92
O 2.01 -1.16 1.56
H 0.92 -1.10 3.35
H 2.71 -0.99 3.50
H 1.78 0.40 3.01
H 1.23 -1.01 1.02
C 2.48 2.96 1.83
O 2.14 2.01 0.84
H 2.49 2.54 2.84
H 3.46 3.39 1.62
H 1.70 3.72 1.94
H 1.19 1.86 0.83
C -4.78 -0.25 0.11
O -3.96 0.43 1.07
H -4.44 -1.27 -0.08
H -5.79 -0.31 0.52
H -4.67 0.31 -0.81
H -3.11 0.48 0.62
```

Results
Total charge: -1
DFT total energy, Eh: -3152.73937
M, Da: 240.11
Orbital gap, eV: 8.95

Formula: C39H54BBr3Cl3CsF3LiN6O11
Source: the OMol25 dataset
Level of theory: wB97M-V/def2-TZVPD

Structure (XYZ):
```
122
C39H54BBr3Cl3CsF3LiN6O11 wB97M-V/def2-TZVPD
C -1.55 0.79 0.89
C -1.95 0.03 2.04
C -1.50 -1.49 2.18
C -0.98 -1.92 0.72
C -2.07 -2.30 -0.37
C -3.64 -2.28 -0.07
C -4.11 -3.46 0.89
O -5.00 -3.10 1.79
F -3.61 -4.80 0.86
C -1.55 -2.65 -1.69
C -2.55 -3.07 -2.82
O -2.67 -4.51 -2.94
N -4.03 -4.83 -3.05
O -4.25 -5.29 -4.11
C -0.08 -2.64 -2.04
N 0.24 -2.98 -3.35
C 1.58 -2.94 -3.60
C 2.06 -3.30 -5.04
C 2.61 -2.11 -5.95
C 2.43 -0.66 -5.38
N 1.18 -0.05 -5.05
O 3.44 0.02 -5.25
C 2.58 -2.59 -2.54
N 2.32 -2.29 -1.24
C 0.94 -2.31 -1.03
C 0.45 -1.95 0.37
C 1.55 -1.62 1.46
C 2.42 -2.90 1.84
C 1.84 -3.73 3.05
H -2.16 0.79 -0.07
H -0.62 1.43 0.86
H -2.62 0.56 2.79
H -2.32 -2.16 2.57
H -0.69 -1.48 2.96
H -4.31 -2.37 -1.01
H -3.89 -1.28 0.38
H -2.11 -2.74 -3.82
H -3.55 -2.56 -2.74
H 2.80 -4.14 -4.93
H 1.16 -3.73 -5.57
H 3.71 -2.29 -6.09
H 2.10 -2.17 -6.95
H 1.35 0.74 -4.41
H 0.50 -0.71 -4.69
H 3.67 -2.59 -2.86
H 2.26 -0.86 1.01
H 1.13 -1.15 2.38
H 3.47 -2.57 2.07
H 2.47 -3.61 0.96
H 1.78 -3.14 4.01
H 0.85 -4.23 2.83
H 2.58 -4.57 3.24
C 1.17 -2.42 -10.60
Br 1.84 -3.22 -12.23
Br 1.20 -3.66 -9.12
Br 2.09 -0.77 -10.17
H 0.13 -2.16 -10.78
Cs -3.66 -3.31 3.31
C 1.78 2.68 -1.45
Cl 1.33 1.12 -0.77
Cl 2.02 2.56 -3.19
H 0.98 3.40 -1.25
H 2.70 3.02 -0.99
C 5.41 4.28 -0.62
C 4.68 5.46 -0.53
C 4.98 6.39 0.46
C 6.02 6.15 1.35
C 6.75 4.97 1.26
C 6.44 4.03 0.28
H 5.17 3.55 -1.38
H 3.87 5.66 -1.23
H 4.41 7.31 0.53
H 6.26 6.88 2.12
H 7.56 4.78 1.95
H 7.01 3.11 0.21
C 8.59 9.01 3.08
C 7.27 9.64 2.59
C 7.30 11.16 2.87
O 6.26 9.10 3.30
H 8.75 9.17 4.16
H 8.62 7.94 2.89
H 9.45 9.46 2.56
H 7.27 9.53 1.49
H 7.41 11.38 3.94
H 6.38 11.64 2.53
H 8.14 11.63 2.35
Cl -4.75 -0.83 -2.26
C -3.51 4.44 5.38
C -3.31 3.62 4.14
O -3.25 2.39 4.18
N -3.18 4.27 2.96
C -3.21 5.70 2.72
H -3.60 3.78 6.24
H -2.66 5.11 5.54
H -4.43 5.03 5.30
H -3.04 3.65 2.17
H -4.02 5.91 2.02
H -2.26 5.99 2.26
H -3.36 6.27 3.63
C -8.08 -2.14 9.43
C -7.95 -2.85 8.12
O -7.01 -3.50 7.76
N -8.99 -2.69 7.10
C -9.53 -3.98 6.57
H -7.27 -2.44 10.09
H -8.03 -1.06 9.27
H -9.03 -2.40 9.90
H -9.73 -2.05 7.42
H -8.48 -2.27 6.31
H -10.30 -3.74 5.84
H -9.96 -4.54 7.40
H -8.72 -4.53 6.10
Li -1.83 -1.53 -5.26
B 0.20 -6.54 -6.80
O 0.11 -7.23 -8.10
C -0.09 -8.53 -7.86
O -0.21 -9.37 -8.70
C -0.14 -8.75 -6.38
O -0.32 -9.80 -5.83
O 0.03 -7.58 -5.76
F -0.83 -5.56 -6.69
F 1.48 -5.92 -6.66
```

Results
DFT total energy, Eh: -12128.82621
M, Da: 1336.62
Orbital gap, eV: 0.74

Formula: C20H37N3O3
Source: the OMol25 dataset
Level of theory: wB97M-V/def2-TZVPD

Structure (XYZ):
```
63
C20H37N3O3 wB97M-V/def2-TZVPD
C 8.30 1.54 0.65
C 7.45 0.67 -0.28
C 6.02 0.44 0.24
C 5.33 -0.64 -0.59
C 3.91 -0.90 -0.08
C 3.08 0.38 -0.12
C 1.70 0.08 0.45
O 1.39 0.27 1.61
N 0.86 -0.50 -0.44
C -0.51 -0.84 -0.12
C -1.40 -0.11 -1.13
O -1.12 -0.07 -2.31
N -2.49 0.49 -0.60
C -3.45 1.19 -1.41
C -4.76 0.41 -1.63
N -5.76 0.45 -0.59
C -6.39 1.74 -0.39
C -7.63 1.54 0.49
O -7.28 0.96 1.73
C -6.64 -0.27 1.54
C -5.38 -0.11 0.69
C -0.74 -2.36 -0.21
C -2.20 -2.70 0.09
C 0.19 -3.09 0.75
C 3.77 1.47 0.70
C 5.18 1.72 0.19
H 7.90 2.55 0.71
H 8.32 1.12 1.65
H 9.32 1.60 0.27
H 7.94 -0.30 -0.39
H 7.41 1.13 -1.27
H 6.08 0.10 1.28
H 5.91 -1.57 -0.55
H 5.28 -0.32 -1.64
H 3.96 -1.26 0.95
H 3.44 -1.68 -0.69
H 2.97 0.71 -1.16
H 1.09 -0.55 -1.42
H -0.69 -0.49 0.90
H -2.66 0.41 0.39
H -2.97 1.35 -2.38
H -3.67 2.17 -0.95
H -4.51 -0.65 -1.80
H -5.24 0.78 -2.54
H -6.69 2.15 -1.35
H -5.72 2.47 0.11
H -8.11 2.49 0.72
H -8.34 0.89 -0.04
H -6.39 -0.65 2.54
H -7.32 -0.98 1.04
H -4.91 -1.08 0.53
H -4.67 0.54 1.24
H -0.51 -2.67 -1.24
H -2.34 -3.78 0.06
H -2.47 -2.35 1.09
H -2.86 -2.25 -0.64
H -0.01 -2.79 1.78
H 1.23 -2.86 0.53
H 0.05 -4.17 0.67
H 3.79 1.16 1.74
H 3.18 2.39 0.64
H 5.65 2.50 0.80
H 5.14 2.09 -0.84
```

Results
SMILES: CC[C@H]1CC[C@H](C(=O)N[C@@H](C(=O)NCCN2CCOCC2)C(C)C)CC1
DFT total energy, Eh: -1174.31999
M, Da: 367.53
Orbital gap, eV: 9.44